[1]
Computed, not measured: a gas-phase ion, C12H14N (charge +1), with wB97M-V/def2-TZVPD.

- E_tot (hartree) = -519.86426
- ΔE to the lowest compared entry with this formula, charge and spin (eV) = 8.319
- charge = +1
- orbital gap (alpha / beta) (eV) = 5.468 / 5.470
- highest occupied orbital energy (alpha / beta) (eV) = -11.8983 / -11.8996

Positions of all 27 atoms, in Å:
C1 0.20160 0.91710 -0.90514
C2 2.19967 -0.44480 -0.25854
C3 -0.13421 -1.37881 -0.17481
C4 3.41039 -0.26493 0.18454
C5 4.64382 -0.24610 0.52339
C6 0.84687 2.21802 -0.41658
C7 -0.85889 -2.10256 0.79344
C8 -0.38839 2.35969 0.48627
C9 0.85906 -0.50097 -0.41022
C10 -1.56639 -1.08577 -0.12472
C11 -2.69743 -1.75111 -0.92957
C12 -1.81900 0.29850 0.46667
N1 -0.93248 1.19941 -0.20936
H1 0.00713 0.71730 -1.94688
H2 5.03293 0.57129 0.89502
H3 5.12758 -1.21941 0.51621
H4 1.86916 2.08850 -0.04357
H5 0.85562 2.91389 -1.35500
H6 -1.19558 -3.18213 0.76417
H7 -0.81487 -1.84459 1.91993
H8 -0.19596 2.11736 1.52966
H9 -0.88789 3.34323 0.28495
H10 -2.82679 -1.15451 -1.91392
H11 -3.75064 -1.64222 -0.42021
H12 -2.53328 -2.90358 -0.95660
H13 -1.57473 0.38701 1.48543
H14 -2.87728 0.59021 0.21544

Force components x, y, z for each atom (eV/Å):
1.33 -1.66 -0.68
1.81 -0.56 2.70
-0.42 0.25 -0.68
-5.16 -0.42 -2.90
-0.50 -4.30 -0.79
0.77 0.51 -2.94
-1.20 -1.66 3.79
0.32 0.84 -0.67
1.64 1.66 -0.82
-1.02 -1.54 0.88
-1.47 0.03 -0.54
-0.81 0.35 -2.95
-2.57 2.18 1.38
0.44 0.01 -0.76
2.49 4.01 1.76
0.51 0.30 0.02
-0.46 0.39 0.23
0.12 -0.82 2.06
0.61 1.32 -0.68
0.65 -0.26 -1.86
-0.08 0.50 0.33
0.03 -1.02 0.74
0.29 -1.64 1.19
2.22 0.02 -0.50
-0.18 2.22 -0.76
-0.21 -0.32 1.74
0.85 -0.36 0.72

=====

[2]
Computed, not measured: 2 unconnected molecules or ions with the total composition CH5FN2, with wB97M-V/def2-TZVPD.

- E_tot (hartree) = -250.33150
- ΔE to the lowest compared entry with this formula, charge and spin (eV) = 3.559
- orbital gap (alpha / beta) (eV) = 9.439 / 9.451
- highest occupied orbital energy (alpha / beta) (eV) = -9.6664 / -9.6776

Positions of all 9 atoms, in Å:
C1 0.29424 0.97438 0.37192
N1 0.01654 -1.31541 -0.43798
N2 -0.18492 -0.03073 -0.60309
F1 -2.14344 0.09986 -0.17348
H1 1.43606 1.14614 0.06147
H2 -0.11090 1.97320 0.19849
H3 0.27242 0.67662 1.34440
H4 0.43906 -1.66837 0.44765
H5 -0.01904 -1.85569 -1.20938

Force components x, y, z for each atom (eV/Å):
2.66 0.17 -3.75
1.35 4.74 4.67
-1.73 -0.90 -0.23
2.02 0.01 -0.11
-2.14 -0.69 0.59
-0.63 -0.67 -0.08
-0.32 -0.85 2.84
-0.80 0.20 -0.94
-0.40 -2.00 -2.98

=====

[3]
Computed, not measured: 2 unconnected molecules or ions with the total composition C8H10N5O3PS, with wB97M-V/def2-TZVPD.

- E_tot (hartree) = -1549.78393
- orbital gap (eV) = 5.420
- highest occupied orbital energy (eV) = -7.0052

Positions of all 28 atoms, in Å:
N1 0.77769 1.20088 -3.74098
C1 -0.40646 1.08421 -3.14027
N2 -1.68994 1.43154 -3.57183
C2 -2.63585 1.15683 -2.62804
N3 -1.93024 0.62000 -1.55248
P1 -2.70558 0.12947 -0.03867
S1 -4.56162 -0.37232 -0.28545
N4 -0.63813 0.57015 -1.88071
C3 0.28509 0.02250 -0.87189
C4 0.76485 -1.31924 -1.11439
C5 1.65916 -1.90039 -0.08430
C6 1.97214 -1.06808 1.08456
C7 1.36329 0.29588 1.11259
N5 0.54492 0.84153 0.17920
H1 1.56562 1.61130 -3.24019
H2 0.93139 0.95938 -4.71617
H3 -3.73422 1.29652 -2.65275
H4 -2.66096 1.27378 0.81747
H5 -2.00254 -0.95422 0.56573
H6 0.52555 -1.95226 -1.99638
H7 2.07416 -2.92889 -0.13467
H8 2.61327 -1.41786 1.92438
H9 1.59560 0.92824 2.01273
C8 1.59463 -0.08357 4.68761
O1 1.22131 0.62637 5.64609
O2 0.74628 -1.16187 4.48034
O3 2.56940 0.02514 3.92054
H10 0.16120 -0.91499 5.21790

Force components x, y, z for each atom (eV/Å):
0.80 0.14 -0.10
-4.76 -0.29 2.22
-0.42 0.00 -0.21
4.22 -0.63 -0.37
-2.20 0.72 -0.81
-1.89 -0.29 1.36
0.60 0.24 -0.40
2.49 -0.12 0.10
1.04 -1.82 -0.42
1.17 0.45 2.20
-0.75 2.77 1.09
-1.82 0.61 -2.61
0.92 -1.14 0.84
0.64 -2.30 -0.54
-0.44 -0.46 -0.12
-0.46 0.34 0.41
1.06 -0.13 -0.01
0.80 -0.51 -0.54
0.52 0.82 -0.59
-0.08 0.93 0.65
-0.48 0.90 -0.24
-0.70 0.62 -0.58
-0.19 -0.81 -0.91
0.68 0.91 0.41
0.29 0.16 -0.24
-0.51 -0.29 -0.02
-0.17 -0.13 -0.36
-0.37 -0.68 -0.22